w:
An isolated molecule of C3H5I, computed with wB97M-V/def2-TZVPD.

Last column: natural (NBO) charge in e.
Atoms and positions in Å:
C: -0.6543 -0.0466 -0.0740  -0.688
C: 0.7401 -0.4395 -0.2753  -0.095
C: 1.9923 0.7258 -0.1762  -0.472
I: 3.9617 0.1995 -0.4441  0.187
H: -1.2519 -0.3249 -0.9455  0.228
H: -1.0740 -0.5755 0.7840  0.229
H: -0.7507 1.0226 0.0921  0.224
H: 1.0725 -1.4391 -0.4635  0.194
H: 1.7153 1.7410 -0.0060  0.192

Results
Lowest unoccupied orbital energy (alpha / beta), hartree: 0.0164 / 0.0118
HOMO (alpha / beta), eV: -8.00 / -8.07
SMILES: C/C=C/I
Orbital gap (alpha / beta), eV: 8.448 / 8.390

x:
A structure of composition C3H5I, computed with wB97M-V/def2-TZVPD.

Last column: natural (NBO) charge in e.
Atoms and positions in Å:
C: -0.0517 -0.4705 -1.3927  -0.516
C: -0.6236 -0.1725 -0.3102  -0.123
C: 0.5634 0.5495 1.1534  -0.566
I: -2.6600 0.0018 0.2074  0.137
H: -0.5213 -0.9549 -2.2016  0.216
H: 1.0167 -0.5849 -1.2936  0.218
H: 0.7196 1.5946 0.9692  0.217
H: 0.0763 0.0841 2.0147  0.220
H: 1.4807 -0.0472 0.8536  0.197

Results
Lowest unoccupied orbital energy, hartree: 0.0212
HOMO, eV: -9.28
Orbital gap, eV: 9.856

Taking the most stable structure as the zero point, the relative energies in hartree are w 0.0088; x 0.0000.

w:
An isolated molecule of C7H14N2S, computed with wB97M-V/def2-TZVPD.

Last column: natural (NBO) charge in e.
Atoms and positions in Å:
C: -0.6073 0.4128 2.0404  -0.428
C: -0.4102 -0.2259 0.9610  0.162
C: 2.1350 0.1407 2.6265  -0.372
C: -0.6533 1.1167 -0.9692  -0.554
C: -1.9267 -1.0755 -0.7436  -0.599
C: 0.5105 -1.0513 -1.1926  -0.578
C: -0.6660 -0.3555 -0.4157  -0.220
N: 2.1885 0.0232 1.2622  -0.230
N: 2.6601 1.0066 0.4783  -0.596
S: 0.6551 1.1467 3.1419  0.151
H: -1.5714 0.7441 2.3875  0.218
H: 2.2497 -0.8399 3.0323  0.222
H: 3.0469 0.7759 2.9351  0.207
H: -1.2161 1.7398 -0.4156  0.204
H: 0.4052 1.5005 -1.1302  0.201
H: -0.9668 1.0379 -2.0718  0.201
H: -2.8475 -0.8124 -0.1864  0.216
H: -1.9112 -2.1765 -0.6818  0.222
H: -2.2193 -0.8205 -1.7856  0.209
H: 0.8980 -1.9031 -0.5443  0.231
H: 1.3817 -0.3859 -1.1711  0.193
H: 0.1056 -1.3830 -2.2096  0.215
H: 2.5508 2.0222 0.6353  0.356
H: 2.6140 0.8021 -0.5146  0.368

Results
Lowest unoccupied orbital energy (alpha / beta), hartree: 0.0172 / 0.0207
HOMO (alpha / beta), eV: -7.12 / -7.57
Orbital gap (alpha / beta), eV: 7.585 / 8.133

x:
A cluster of 2 separate species, C7H14N2S in total, computed with wB97M-V/def2-TZVPD.

Last column: natural (NBO) charge in e.
Atoms and positions in Å:
C: 1.4154 2.5967 -0.6646  -0.617
C: 0.1214 2.7350 0.0197  -0.447
C: -0.8632 1.6858 -0.4687  0.121
C: -0.8909 1.3257 -1.8090  -0.151
N: -1.6724 0.2030 -1.7579  -0.516
C: -2.1465 -0.0305 -0.5012  0.130
N: -1.7522 1.0010 0.3344  -0.461
H: 1.4527 2.8533 -1.7366  0.202
H: 1.9368 1.6248 -0.6035  0.216
H: 2.2154 3.2931 -0.3123  0.215
H: 0.1989 2.6083 1.0732  0.227
H: -0.3598 3.8235 0.0747  0.214
H: -0.3907 1.7019 -2.6986  0.233
H: -1.7693 -0.6333 -2.4716  0.425
H: -2.5966 -0.9055 -0.0516  0.213
C: 0.2310 -1.7423 1.0722  -0.622
C: 1.2015 -2.9150 1.5921  -0.522
S: 0.9873 -4.5981 0.8984  -0.056
H: 0.4252 -0.9415 1.7463  0.223
H: -0.9089 -1.9291 1.1611  0.207
H: 0.2395 -1.4047 0.0097  0.217
H: 2.2629 -2.7219 1.5995  0.224
H: 1.0207 -3.0698 2.7486  0.208
H: -0.3582 -4.5604 0.7458  0.119

Results
Lowest unoccupied orbital energy, hartree: 0.0233
HOMO, eV: -8.53
SMILES: CCc1c[nH]cn1.CCS
Orbital gap, eV: 9.161

Taking the most stable structure as the zero point, the relative energies in hartree are w 0.1497; x 0.0000.

w:
An isolated molecule of C3H6N2, computed with wB97M-V/def2-TZVPD.

Last column: natural (NBO) charge in e.
Atoms and positions in Å:
C: 1.2633 -0.0827 0.2328  -0.611
C: -0.1401 -0.0417 -0.3475  0.099
N: -0.9788 -1.0838 0.1706  -0.809
C: -1.1522 2.3305 -0.4876  0.294
N: -0.6903 1.2980 -0.1510  -0.573
H: 1.8707 0.7017 -0.2262  0.224
H: 1.2293 0.0927 1.3137  0.213
H: 1.7209 -1.0568 0.0410  0.227
H: -0.1094 -0.1363 -1.4368  0.204
H: -1.8877 -1.0513 -0.2792  0.369
H: -1.1258 -0.9704 1.1701  0.362

Results
Lowest unoccupied orbital energy, hartree: 0.0317
HOMO, eV: -10.44
Orbital gap, eV: 11.301

x:
An isolated molecule of C3H6N2, computed with wB97M-V/def2-TZVPD.

Last column: natural (NBO) charge in e.
Atoms and positions in Å:
C: -0.5652 1.3051 0.1232  -0.422
N: -0.7001 -0.0782 0.5548  -0.596
C: -0.0514 -1.0374 -0.3113  -0.325
C: 1.4318 -1.0309 -0.2652  0.250
N: 2.5863 -1.0430 -0.1775  -0.324
H: 0.4735 1.6651 0.0444  0.178
H: -1.1040 1.9481 0.8244  0.210
H: -1.0406 1.4187 -0.8573  0.194
H: -0.3627 -0.1862 1.5057  0.363
H: -0.3820 -2.0494 -0.0520  0.240
H: -0.3651 -0.8513 -1.3445  0.233

Results
Lowest unoccupied orbital energy, hartree: 0.0338
HOMO, eV: -9.77
SMILES: CNCC#N
Orbital gap, eV: 10.685

y:
An isolated molecule of C3H6N2, computed with wB97M-V/def2-TZVPD.

Last column: natural (NBO) charge in e.
Atoms and positions in Å:
H: -2.5104 -0.4863 -0.9428  0.309
N: -2.4827 0.0172 -0.0588  -0.596
C: -1.1529 -0.2364 0.1653  0.268
N: -0.0944 -0.4351 -0.5540  -0.442
C: 0.7650 0.7823 -0.2391  -0.242
C: 1.1767 -0.6584 0.0846  -0.229
H: -0.8782 0.3984 1.0892  0.096
H: 0.7315 1.1127 0.7737  0.207
H: 1.2579 1.2976 -0.9539  0.213
H: 1.3518 -0.6975 1.2182  0.203
H: 1.8358 -1.0946 -0.5825  0.213

Results
Lowest unoccupied orbital energy, hartree: 0.0355
HOMO, eV: -9.91
SMILES: [H]/N=C\N1CC1
Orbital gap, eV: 10.872

Taking the most stable structure as the zero point, the relative energies in hartree are w 0.0154; x 0.0000; y 0.1339.

w:
An isolated molecule of C3H6N2, computed with wB97M-V/def2-TZVPD.

Last column: natural (NBO) charge in e.
Atoms and positions in Å:
C: 1.1474 -0.7887 0.0827  -0.438
N: 0.6667 0.5248 -0.4277  -0.587
C: -0.5752 0.8867 0.2016  -0.335
C: -1.7152 0.0122 -0.0553  0.251
N: -2.6826 -0.6052 -0.1811  -0.317
H: 1.5676 -0.5823 1.1207  0.202
H: 0.3782 -1.6274 0.1149  0.187
H: 1.9294 -1.0689 -0.6655  0.212
H: 0.5083 0.5061 -1.4112  0.356
H: -0.8185 1.9016 -0.0584  0.240
H: -0.4062 0.8410 1.2793  0.230

Results
Lowest unoccupied orbital energy, hartree: 0.0323
HOMO, eV: -9.96
SMILES: CNCC#N
Orbital gap, eV: 10.837

x:
An isolated molecule of C3H6N2, computed with wB97M-V/def2-TZVPD.

Last column: natural (NBO) charge in e.
Atoms and positions in Å:
H: 1.2600 -1.3672 0.0930  0.331
N: 1.7041 -0.4067 0.2275  -0.648
C: 0.9445 0.5673 -0.0819  0.275
N: -0.4803 0.7517 -0.3429  -0.434
C: -1.2221 0.0018 0.7198  -0.300
C: -0.8466 -0.6194 -0.5451  -0.257
H: 1.2673 1.6548 -0.3317  0.185
H: -2.2828 0.4478 0.9930  0.250
H: -0.4090 -0.5951 1.2220  0.226
H: -0.0797 -1.4156 -0.3640  0.162
H: -1.5779 -0.8374 -1.3613  0.212

Results
Lowest unoccupied orbital energy, hartree: 0.0385
HOMO, eV: -10.29
SMILES: [H]/N=C\N1CC1
Orbital gap, eV: 11.334

y:
An isolated molecule of C3H6N2, computed with wB97M-V/def2-TZVPD.

Last column: natural (NBO) charge in e.
Atoms and positions in Å:
C: 0.7139 -1.0196 -0.6502  0.253
N: 1.4432 -0.5129 0.3365  -0.488
C: 0.5330 0.4601 0.9310  -0.262
C: -0.7533 0.5861 0.0717  -0.223
N: -0.4924 -0.4288 -0.8832  -0.628
H: 1.0570 -1.7519 -1.3504  0.187
H: 0.2062 0.2726 1.9846  0.191
H: 1.0106 1.3897 0.9387  0.196
H: -1.7691 0.4354 0.6722  0.179
H: -0.8536 1.5071 -0.4473  0.186
H: -1.0956 -0.9379 -1.6037  0.408

Results
Lowest unoccupied orbital energy, hartree: 0.0350
HOMO, eV: -8.24
SMILES: C1=NCCN1
Orbital gap, eV: 9.198

z:
An isolated molecule of C3H6N2, computed with wB97M-V/def2-TZVPD.

Last column: natural (NBO) charge in e.
Atoms and positions in Å:
H: -3.0256 0.1364 0.1625  0.327
N: -2.0614 0.5007 -0.1045  -0.655
C: -1.2452 -0.4603 -0.1001  0.254
N: 0.0639 -0.1129 -0.3788  -0.436
C: 0.9520 0.9554 -0.0201  -0.233
C: 1.2780 -0.5103 -0.0209  -0.195
H: -1.6184 -1.3818 0.2731  0.173
H: 1.2009 1.5418 -0.8778  0.211
H: 1.1360 1.3111 1.0327  0.203
H: 1.4507 -0.9811 0.9313  0.177
H: 1.8692 -0.9991 -0.8974  0.173

Results
Lowest unoccupied orbital energy, hartree: 0.0374
HOMO, eV: -8.92
SMILES: [H]/N=C/N1CC1
Orbital gap, eV: 9.932

Taking the most stable structure as the zero point, the relative energies in hartree are w 0.0000; x 0.1155; y 0.0060; z 0.0668.